{"formula": "C40H43BCl2IrN5O5", "method": "wB97M-V/def2-TZVPD", "species": ["Ir", "O", "C", "O", "C", "C", "N", "N", "C", "C", "O", "O", "H", "H", "H", "Cl", "C", "C", "C", "Cl", "C", "C", "C", "C", "N", "C", "C", "O", "H", "H", "H", "H", "C", "C", "C", "C", "C", "C", "C", "C", "C", "C", "C", "C", "N", "B", "N", "C", "C", "C", "C", "C", "C", "C", "C", "C", "C", "C", "C", "C", "C", "H", "H", "H", "H", "H", "H", "H", "H", "H", "H", "H", "H", "H", "H", "H", "H", "H", "H", "H", "H", "H", "H", "H", "H", "H", "H", "H", "H", "H", "H", "H", "H", "H", "H", "H", "H"], "positions_angstrom": [[0.773, -0.111, 1.424], [5.061, -4.068, 0.927], [4.052, -4.405, 0.135], [4.068, -5.394, -0.551], [2.869, -3.500, 0.119], [1.737, -3.713, -0.637], [0.908, -2.682, -0.429], [1.437, -1.796, 0.433], [2.626, -2.287, 0.768], [3.365, -1.443, 1.728], [4.469, -1.743, 2.160], [2.683, -0.390, 2.039], [4.909, -3.211, 1.404], [1.489, -4.521, -1.305], [-0.005, -2.505, -0.839], [-3.211, 2.964, 1.273], [-2.199, 2.616, 2.624], [-2.405, 3.326, 3.822], [-1.612, 3.121, 4.909], [-1.913, 3.990, 6.383], [-0.535, 2.208, 4.841], [0.373, 1.925, 5.883], [1.385, 1.038, 5.668], [1.541, 0.443, 4.404], [0.708, 0.685, 3.414], [-0.343, 1.532, 3.624], [-1.206, 1.670, 2.508], [-0.996, 0.927, 1.442], [-3.214, 4.042, 3.866], [0.251, 2.412, 6.841], [2.094, 0.795, 6.446], [2.369, -0.217, 4.197], [4.318, -1.732, -2.312], [3.083, -0.999, -2.846], [3.071, -1.061, -4.376], [3.014, 0.435, -2.357], [4.148, 1.232, -2.478], [4.155, 2.552, -2.065], [3.003, 3.103, -1.534], [1.840, 2.352, -1.402], [0.589, 3.048, -0.892], [0.825, 3.696, 0.468], [0.092, 4.078, -1.910], [1.862, 1.006, -1.807], [0.651, 0.255, -1.679], [-0.083, -0.082, -0.493], [-1.320, -0.687, -0.967], [-1.161, -0.854, -2.366], [-0.016, -0.298, -2.777], [-2.645, -0.881, -0.415], [-3.729, -0.202, -1.018], [-5.008, -0.430, -0.524], [-5.242, -1.280, 0.541], [-4.173, -1.929, 1.122], [-2.872, -1.748, 0.662], [-1.784, -2.558, 1.333], [-1.918, -4.046, 1.002], [-1.740, -2.328, 2.842], [-3.622, 0.751, -2.208], [-4.166, 0.093, -3.484], [-4.376, 2.067, -2.004], [4.236, -2.807, -2.488], [4.455, -1.572, -1.242], [5.227, -1.396, -2.814], [2.198, -1.523, -2.483], [3.961, -0.571, -4.778], [2.203, -0.559, -4.806], [3.074, -2.097, -4.721], [5.048, 0.804, -2.901], [5.053, 3.148, -2.161], [3.000, 4.142, -1.225], [-0.204, 2.317, -0.771], [1.567, 4.495, 0.407], [1.203, 2.974, 1.201], [-0.101, 4.126, 0.854], [0.813, 4.890, -2.033], [-0.853, 4.514, -1.575], [-0.070, 3.622, -2.888], [-1.919, -1.336, -2.955], [0.349, -0.183, -3.785], [-5.844, 0.080, -0.985], [-6.248, -1.433, 0.912], [-4.344, -2.605, 1.952], [-0.838, -2.217, 0.938], [-2.836, -4.464, 1.420], [-1.077, -4.609, 1.416], [-1.945, -4.211, -0.078], [-2.669, -2.643, 3.322], [-1.593, -1.271, 3.078], [-0.923, -2.894, 3.295], [-2.574, 1.009, -2.359], [-5.242, -0.073, -3.385], [-3.716, -0.875, -3.698], [-4.007, 0.742, -4.348], [-5.457, 1.918, -1.975], [-4.166, 2.741, -2.836], [-4.080, 2.556, -1.083]], "mulliken_charge": [1.882, -0.569, 0.336, -0.604, 0.598, -0.805, 1.050, -1.750, -0.448, 1.410, -0.891, -0.564, 0.398, 0.645, -0.445, -0.345, 1.134, -0.739, 0.534, -0.267, -0.050, -0.844, -0.894, -0.105, -0.002, 0.556, -1.161, -1.064, 0.533, 0.453, 0.457, 0.408, -1.928, 1.652, -1.663, 0.497, -0.480, -1.838, -0.125, 0.443, 2.320, -1.550, -1.814, -0.357, 0.661, 1.871, 0.481, -1.564, -0.726, -0.746, 1.037, -0.765, -1.741, -0.332, 1.158, 1.259, -1.780, -1.760, 1.293, -1.682, -1.098, 0.411, 0.372, 0.540, -0.204, 0.381, 0.307, 0.444, 0.388, 0.366, 0.403, -0.780, 0.443, 0.053, 0.419, 0.348, 0.436, 0.382, 0.746, 0.343, 0.302, 0.386, 0.405, -0.234, 0.359, 0.407, 0.368, 0.417, 0.184, 0.387, -0.274, 0.379, 0.376, 0.431, 0.360, 0.453, -0.074], "spin_multiplicity": 1, "energy_ha": -3249.751747, "max_force_ev_per_a": 0.78, "e_above_lowest_kj_mol": 48.1}

{"formula": "C24H42N6", "method": "wB97M-V/def2-TZVPD", "species": ["C", "C", "C", "C", "N", "H", "H", "H", "H", "H", "H", "H", "C", "C", "C", "C", "N", "H", "H", "H", "H", "H", "H", "H", "C", "C", "C", "C", "N", "H", "H", "H", "H", "H", "H", "H", "C", "C", "C", "C", "N", "H", "H", "H", "H", "H", "H", "H", "C", "C", "C", "C", "N", "H", "H", "H", "H", "H", "H", "H", "C", "C", "C", "C", "N", "H", "H", "H", "H", "H", "H", "H"], "positions_angstrom": [[28.919, -8.365, 20.966], [28.029, -7.848, 19.843], [28.809, -7.125, 18.754], [27.928, -6.423, 17.813], [27.225, -5.835, 17.111], [29.331, -9.334, 20.686], [28.331, -8.489, 21.875], [29.736, -7.680, 21.197], [27.225, -7.193, 20.182], [27.550, -8.705, 19.365], [29.465, -7.775, 18.169], [29.476, -6.341, 19.135], [24.538, -4.542, 24.020], [23.416, -5.500, 23.659], [23.771, -6.433, 22.496], [24.896, -7.311, 22.783], [25.781, -8.002, 23.007], [25.509, -5.034, 23.900], [24.444, -4.198, 25.044], [24.569, -3.719, 23.304], [22.539, -4.925, 23.361], [23.156, -6.124, 24.514], [24.009, -5.878, 21.582], [22.897, -7.035, 22.231], [17.729, -0.832, 19.619], [19.173, -1.120, 19.239], [19.316, -1.510, 17.754], [18.689, -0.504, 16.891], [18.221, 0.298, 16.218], [17.656, -0.423, 20.626], [17.117, -1.736, 19.571], [17.274, -0.098, 18.950], [19.540, -1.951, 19.841], [19.794, -0.235, 19.393], [18.773, -2.445, 17.602], [20.353, -1.570, 17.434], [24.341, -8.362, 18.121], [24.141, -9.380, 17.014], [25.144, -9.233, 15.861], [26.515, -9.404, 16.293], [27.595, -9.530, 16.670], [25.309, -8.513, 18.615], [23.594, -8.447, 18.912], [24.365, -7.332, 17.767], [23.156, -9.240, 16.555], [24.141, -10.395, 17.412], [25.023, -8.256, 15.391], [24.912, -9.979, 15.100], [26.511, -0.407, 15.929], [27.792, -0.790, 15.231], [28.841, 0.314, 15.237], [29.976, -0.031, 14.370], [30.855, -0.321, 13.695], [25.805, -1.238, 15.937], [26.033, 0.408, 15.373], [26.597, -0.045, 16.955], [27.582, -1.044, 14.187], [28.237, -1.718, 15.605], [29.248, 0.500, 16.232], [28.406, 1.242, 14.857], [23.654, -4.428, 18.950], [23.080, -4.327, 17.543], [24.160, -4.531, 16.490], [23.556, -4.645, 15.148], [23.086, -4.717, 14.100], [24.654, -3.973, 19.003], [23.771, -5.448, 19.314], [23.085, -3.849, 19.681], [22.632, -3.342, 17.414], [22.308, -5.092, 17.445], [24.738, -5.435, 16.657], [24.803, -3.652, 16.429]], "mulliken_charge": [-1.365, 0.240, -0.591, 0.202, -0.469, 0.331, 0.339, 0.341, 0.231, -0.011, 0.349, 0.399, -1.095, -0.550, 0.175, 0.248, -0.478, 0.317, 0.333, 0.282, 0.330, 0.347, -0.265, 0.371, -1.169, -0.360, -0.103, 0.168, -0.425, 0.323, 0.311, 0.355, 0.262, 0.311, 0.273, 0.052, -0.162, -0.642, -0.405, 0.287, -0.466, 0.021, 0.390, -0.268, 0.329, 0.329, 0.208, 0.342, -1.017, -0.372, -0.365, 0.142, -0.395, 0.113, 0.323, 0.343, 0.310, 0.354, 0.290, 0.282, -0.960, -0.167, 0.980, -0.005, -0.518, 0.325, -0.042, 0.431, 0.218, 0.348, -0.470, -0.121], "spin_multiplicity": 1, "energy_ha": -1268.165168, "max_force_ev_per_a": 1.12, "e_above_lowest_kj_mol": 29.8}

{"formula": "C4H3N3O", "method": "wB97M-V/def2-TZVPD", "species": ["C", "C", "C", "C", "H", "H", "H", "N", "N", "N", "O"], "positions_angstrom": [[1.795, -0.404, 0.685], [0.218, 0.654, -0.502], [-1.766, 0.541, -1.238], [-0.414, -0.206, 0.336], [2.799, -0.930, 1.020], [-2.514, 0.927, -1.843], [0.148, -0.976, 2.335], [1.621, 0.556, -0.300], [-0.614, 0.961, -1.451], [0.468, -0.918, 1.020], [-1.742, -0.205, -0.063]], "mulliken_charge": [-0.113, 0.518, -0.053, 0.378, 0.292, 0.471, 0.392, -0.533, -0.575, -0.360, -0.417], "spin_multiplicity": 1, "energy_ha": -393.584942, "max_force_ev_per_a": 7.33, "e_above_lowest_kj_mol": 353.0}